# 1
The following is a quantum chemistry calculation of a molecular structure, C4H10O3 at a distorted geometry, from the OMol25 dataset.

Values from the calculation:
- LUMO energy: 6.91 eV
- Energy relative to the best compared isomer or geometry (same formula, charge and spin): 0.474 eV
- E_HOMO: 0.582 eV
- Net charge: -2

Each line ends with the Mulliken charge.
CARTESIAN COORDINATES (ANGSTROEM)
C (0.248467, -0.232622, -0.086427)  -0.19
C (1.119604, 0.842829, 0.569145)  -0.40
C (2.547254, 0.861326, -0.089260)  -0.43
O (3.458017, 1.680063, 0.499604)  -0.93
C (-1.173724, -0.302701, 0.491190)  -0.67
O (-1.810495, -1.544328, 0.360714)  -0.77
H (0.628553, -1.220895, 0.193353)  0.16
H (0.290381, -0.107936, -1.170419)  0.22
H (0.706032, 1.842940, 0.463355)  0.22
H (1.393468, 0.787890, 1.633593)  0.26
H (2.875208, -0.203794, -0.186446)  0.17
H (2.376031, 1.288282, -1.134728)  0.13
H (-1.015230, -0.197059, 1.585333)  0.27
H (-1.807608, 0.558355, 0.196666)  0.25
H (-2.486118, -1.568988, -0.715526)  0.39
H (-4.024769, -1.022626, -1.055458)  0.20
O (-3.325072, -1.460736, -1.554688)  -0.89

Cartesian forces, eV/Å:
-0.3 0.1 1.3
1.4 0.0 -0.6
0.0 1.7 -0.5
0.1 -0.3 0.5
-0.1 -0.8 1.0
0.0 0.3 -1.0
0.3 0.0 -0.4
-0.1 -0.1 -0.1
-0.2 0.3 -0.2
-0.6 -0.7 0.0
-0.1 0.0 -0.1
-0.2 -0.9 0.0
0.0 0.5 -0.1
0.1 -0.1 -0.3
-0.3 0.3 0.5
0.2 -0.1 -0.1
0.0 -0.1 -0.2

=====

# 2
The following is a quantum chemistry calculation of 7 unconnected molecules or ions with the total composition C3H21NO7 at a distorted geometry, from the OMol25 dataset.

Values from the calculation:
- LUMO energy: 0.14 eV
- Energy relative to the best compared isomer or geometry (same formula, charge and spin): 2.575 eV
- E_HOMO: -9.273 eV
- SMILES: C[C@H](O)CN.O.O.O.O.O.O
- Net charge: 0

Each line ends with the Mulliken charge.
CARTESIAN COORDINATES (ANGSTROEM)
C (0.304747, -0.797452, 1.519968)  -1.62
C (0.920650, 0.224480, 0.604604)  2.27
O (2.100543, 0.776722, 1.190689)  -0.60
C (0.060422, 1.396020, 0.044078)  -0.86
N (-0.554278, 1.497310, -1.289596)  -0.53
H (-0.082588, -0.619466, 2.540034)  0.51
H (-0.464754, -1.434968, 1.072167)  0.33
H (1.033197, -1.522479, 1.887006)  0.47
H (1.286881, -0.363389, -0.351980)  -0.94
H (2.204415, 0.383024, 2.060910)  0.34
H (-0.708701, 1.768821, 0.839415)  -0.11
H (0.562930, 2.336669, 0.192258)  0.44
H (-0.739878, 0.559724, -1.624316)  0.37
H (0.060874, 1.883038, -1.996334)  0.23
O (3.213527, -1.039537, -1.331545)  -0.63
H (3.720662, -0.954774, -2.145756)  0.26
H (3.678633, -0.493771, -0.685442)  0.31
O (-4.421170, 1.009039, -0.025498)  -0.63
H (-4.230984, 0.845371, 0.906661)  0.32
H (-3.520350, 1.160132, -0.337850)  0.28
O (2.055639, -3.056519, 0.024007)  -0.59
H (2.332298, -2.138970, -0.140272)  0.34
H (2.618789, -3.405378, -0.710541)  0.31
O (-2.918706, 0.363506, -2.484638)  -0.62
H (-2.964891, 1.200098, -2.023942)  0.27
H (-3.312177, -0.348399, -1.975130)  0.32
O (-0.130875, -1.611113, -1.760545)  -0.70
H (-0.212967, -2.526964, -1.476742)  0.32
H (0.670687, -1.249903, -1.298571)  0.12
O (-0.538857, 2.033233, 3.127322)  -0.61
H (-0.959891, 1.295081, 2.673969)  0.31
H (-1.063828, 2.830815, 2.975610)  0.32

Cartesian forces, eV/Å:
-0.7 -1.7 1.3
0.6 -0.2 -2.2
0.0 -0.1 -0.1
-1.8 2.2 1.9
0.4 -1.3 0.5
-0.2 1.5 -0.5
0.1 0.4 -0.4
0.6 -0.2 -0.8
-0.5 1.4 2.0
0.0 0.1 0.1
0.5 -1.7 -1.3
1.4 0.1 -0.3
-0.5 -0.1 -0.2
0.3 0.2 0.3
0.4 0.3 -0.2
-0.1 0.0 0.0
-0.1 0.2 0.0
0.6 0.0 0.5
-0.5 0.0 0.1
-0.1 0.1 -0.2
1.0 -0.1 -1.2
-0.4 -0.1 0.5
-0.8 -0.3 0.9
0.2 -0.4 -0.9
0.0 0.0 0.1
-0.2 0.4 0.3
0.7 0.5 0.3
0.2 0.0 0.1
-1.2 -1.0 -0.9
0.1 0.2 0.4
-0.1 0.3 0.0
0.0 -0.4 -0.1

=====

# 3
The following is a quantum chemistry calculation of 6 unconnected molecules or ions with the total composition C35H56BrO14, from the OMol25 dataset.

Values from the calculation:
- LUMO energy: 1.76 eV
- E_HOMO: -5.185 eV
- Net charge: -1

Each line ends with the Mulliken charge.
CARTESIAN COORDINATES (ANGSTROEM)
O (-0.706191, 2.576007, 1.931976)  -0.63
C (-0.167717, 3.684495, 1.765172)  -0.10
O (-0.618490, 4.835374, 1.918775)  -0.71
C (1.257597, 3.663887, 1.228669)  0.41
C (2.365570, 3.708108, 2.062496)  -0.33
C (3.652960, 3.728519, 1.545366)  -0.44
Br (5.115436, 3.847388, 2.747817)  -0.22
C (3.848142, 3.711721, 0.164354)  0.58
C (2.720344, 3.661122, -0.670462)  0.94
C (1.433706, 3.623578, -0.152541)  -0.70
C (2.933318, 3.682712, -2.135437)  -0.05
O (2.266378, 3.049635, -2.911506)  -0.50
C (4.053436, 4.557829, -2.575744)  0.53
C (3.983462, 5.315203, -3.737319)  -0.77
C (5.061000, 6.130951, -4.063788)  -0.56
C (6.189916, 6.154386, -3.253001)  -0.17
C (6.268024, 5.382098, -2.101450)  -1.19
C (5.177614, 4.594424, -1.755263)  0.53
C (5.173437, 3.777940, -0.508291)  -0.03
O (6.164962, 3.222567, -0.118551)  -0.55
H (2.227238, 3.749334, 3.132993)  0.48
H (0.582140, 3.579133, -0.811041)  0.51
H (3.100943, 5.267110, -4.352318)  0.50
H (5.005645, 6.742655, -4.951654)  0.42
H (7.017906, 6.790346, -3.528860)  0.52
H (7.147459, 5.390496, -1.478449)  0.49
C (8.615307, 8.903107, -4.026543)  -0.87
O (9.626567, 7.915174, -4.101002)  -0.32
C (10.467784, 8.050400, -5.235077)  -0.56
C (11.797668, 8.670463, -4.870664)  -0.51
O (11.652775, 10.021635, -4.459620)  -0.37
C (11.707314, 10.188779, -3.054361)  -0.69
H (8.137279, 8.812132, -3.052712)  0.30
H (9.025347, 9.911473, -4.123654)  0.42
H (7.860235, 8.741272, -4.804155)  0.32
H (9.975965, 8.642385, -6.012639)  0.35
H (10.643391, 7.046052, -5.633726)  0.38
H (12.445146, 8.664596, -5.753555)  0.37
H (12.284999, 8.080432, -4.089023)  0.33
H (12.723846, 10.016414, -2.684259)  0.33
H (11.015970, 9.515985, -2.541453)  0.29
H (11.426028, 11.217487, -2.834933)  0.24
C (-0.952197, -0.035315, 0.402096)  -0.70
O (-1.616290, -1.015194, -0.401706)  -0.41
C (-1.080295, -2.314462, -0.270023)  -0.53
C (-1.942985, -3.185889, 0.617536)  -0.46
O (-1.928528, -2.746562, 1.964951)  -0.37
C (-3.072067, -1.987102, 2.319776)  -0.45
H (-1.525215, 0.884985, 0.363341)  0.26
H (-0.879080, -0.351761, 1.442871)  0.33
H (0.050716, 0.160476, 0.010230)  0.32
H (-0.057906, -2.277729, 0.118875)  0.33
H (-1.046042, -2.760813, -1.271659)  0.38
H (-1.550519, -4.209974, 0.604951)  0.35
H (-2.967428, -3.210034, 0.230992)  0.30
H (-3.957465, -2.632159, 2.372048)  0.06
H (-3.248235, -1.172660, 1.614082)  0.33
H (-2.891108, -1.560956, 3.305036)  0.26
C (-8.748791, -5.653406, 3.984037)  -0.74
O (-7.654965, -6.507352, 3.695296)  -0.17
C (-6.893943, -6.088500, 2.569946)  -0.68
C (-5.612741, -5.399404, 2.981873)  -0.40
O (-5.866932, -4.158223, 3.620152)  -0.36
C (-5.727364, -4.208686, 5.027944)  -0.58
H (-9.157041, -5.961182, 4.946399)  0.16
H (-8.436091, -4.608318, 4.046039)  0.37
H (-9.527948, -5.754728, 3.220395)  0.29
H (-7.485939, -5.429159, 1.929070)  0.39
H (-6.643485, -6.985592, 1.994222)  0.34
H (-5.021772, -5.188599, 2.084425)  0.34
H (-5.020534, -6.053536, 3.628904)  0.33
H (-4.674146, -4.320534, 5.306763)  0.33
H (-6.308646, -5.026652, 5.461767)  0.17
H (-6.094654, -3.265017, 5.427841)  0.26
C (-8.426482, -10.279464, 8.913764)  -0.70
O (-8.332045, -10.704120, 7.567343)  -0.37
C (-9.423113, -10.277040, 6.765202)  -0.68
C (-9.057218, -9.087575, 5.906227)  -0.34
O (-8.814126, -7.930916, 6.691151)  -0.40
C (-7.433622, -7.647103, 6.854278)  -0.56
H (-7.480236, -10.513131, 9.399167)  0.24
H (-8.604113, -9.203497, 8.984741)  0.30
H (-9.229402, -10.814910, 9.432874)  0.33
H (-10.289061, -10.037651, 7.389880)  0.34
H (-9.696007, -11.113593, 6.113555)  0.39
H (-9.896468, -8.860852, 5.240342)  0.38
H (-8.188545, -9.320029, 5.284417)  0.31
H (-7.005055, -7.309926, 5.906119)  0.12
H (-6.881302, -8.516932, 7.219090)  0.36
H (-7.347161, -6.844082, 7.585803)  0.23
C (-0.464760, 0.042927, -7.682473)  -0.71
O (0.281940, 1.125833, -7.167628)  -0.39
C (0.088783, 1.323470, -5.768420)  -0.55
C (1.239316, 0.780015, -4.956210)  -0.21
O (1.311079, -0.641958, -5.042513)  -0.34
C (2.318467, -1.095878, -5.921397)  -0.76
H (-0.132635, -0.130167, -8.705914)  0.24
H (-0.306265, -0.868719, -7.100254)  0.31
H (-1.534819, 0.280740, -7.696425)  0.32
H (-0.850143, 0.865929, -5.443896)  0.32
H (0.017673, 2.401472, -5.598276)  0.38
H (1.086473, 1.040297, -3.908008)  0.26
H (2.180149, 1.233033, -5.278729)  0.29
H (3.312927, -0.907948, -5.500810)  0.31
H (2.245481, -0.617679, -6.902438)  0.32
H (2.190069, -2.171317, -6.043599)  0.24

Cartesian forces, eV/Å:
0.1 -0.1 0.0
-0.3 0.3 0.1
0.1 -0.1 0.1
-0.2 -0.2 -0.2
0.3 0.1 0.1
-0.2 -0.1 -0.4
-0.1 0.0 0.1
0.1 0.1 0.1
-0.3 0.0 0.4
0.7 -0.1 0.1
0.3 0.2 0.3
-0.6 -0.1 -0.6
0.0 0.1 0.0
0.4 -0.1 0.2
-0.3 -0.2 0.1
0.1 0.1 -0.1
-0.3 -0.1 -0.3
0.1 0.3 -0.3
-0.6 0.1 0.0
0.7 -0.2 0.3
0.0 0.0 0.1
-0.1 0.0 -0.1
-0.1 0.0 -0.1
0.1 0.1 -0.1
0.1 0.0 0.0
0.1 0.0 0.1
0.0 0.0 0.0
0.0 0.1 0.0
0.0 -0.2 0.1
0.0 0.2 -0.2
0.0 -0.1 0.1
0.0 0.0 0.0
0.0 0.0 0.0
0.0 0.0 0.0
0.0 0.1 0.0
0.0 0.0 0.0
0.0 0.0 0.0
0.0 0.0 0.0
0.0 0.0 0.0
0.0 0.0 0.0
0.0 0.0 0.0
0.0 0.0 0.0
-0.1 0.0 -0.1
0.1 0.0 0.1
-0.2 0.1 -0.2
0.2 -0.1 0.2
-0.1 0.0 0.0
0.0 0.0 0.0
0.0 0.0 0.0
0.0 0.0 0.0
0.0 0.0 0.0
0.0 0.0 0.0
0.0 0.0 0.0
0.0 0.0 0.0
0.0 0.0 0.0
0.0 0.1 0.0
0.0 0.0 0.0
0.0 0.0 0.0
0.0 0.0 0.1
0.0 0.1 -0.1
0.0 -0.2 0.1
0.0 0.3 -0.1
-0.1 -0.1 0.1
0.0 0.1 -0.1
0.0 -0.1 0.0
0.0 0.0 0.0
0.0 0.1 0.0
0.0 0.0 0.0
0.0 0.0 0.0
0.0 0.0 0.0
0.0 0.0 0.0
0.0 0.0 0.0
0.0 0.0 0.0
0.0 0.0 0.0
0.0 0.0 0.0
0.0 0.1 0.1
0.1 -0.2 -0.1
-0.2 0.2 0.0
0.1 -0.1 0.1
0.0 0.1 0.0
0.0 0.0 0.0
0.0 0.0 0.0
0.0 0.0 0.0
0.0 0.0 0.0
0.0 0.0 0.0
0.0 0.0 0.0
0.0 0.0 0.0
0.0 -0.1 0.0
0.0 0.0 0.0
-0.1 0.0 0.0
0.0 0.0 0.0
-0.1 -0.1 0.0
0.1 0.2 -0.1
-0.1 -0.2 0.2
0.0 0.0 -0.2
-0.1 0.0 0.1
0.0 0.0 0.0
0.0 0.0 0.0
0.0 -0.1 0.0
0.0 0.0 0.0
0.0 0.0 0.0
0.0 0.0 0.0
0.0 0.0 0.0
0.0 0.0 -0.1
0.0 0.0 0.0
0.0 0.0 0.0

=====

# 4
The following is a quantum chemistry calculation of a molecular structure, C16H14Cl2HgO5S, from the OMol25 dataset.

Values from the calculation:
- LUMO energy (alpha / beta): 2.66 / 2.17 eV
- Energy relative to the best compared isomer or geometry (same formula, charge and spin): 0.112 eV
- 2S+1: 2
- E_HOMO (alpha / beta): -4.027 / -4.956 eV
- Net charge: -1

Each line ends with the Löwdin spin population.
CARTESIAN COORDINATES (ANGSTROEM)
Hg (1.374109, -1.136857, 2.581316)  0.32
Cl (0.816494, -3.911597, -2.193526)  0.00
C (0.488526, -4.697861, -0.610302)  0.00
Cl (1.241792, -6.313086, -0.574792)  0.00
C (0.933189, -3.746319, 0.548097)  0.00
O (2.002981, -3.994797, 1.119474)  0.00
O (0.094990, -2.843492, 0.733041)  0.02
H (-0.581591, -4.845754, -0.563030)  0.00
C (4.538095, -1.977279, 1.735158)  0.00
O (4.376755, -0.863732, 0.827963)  0.12
C (3.205951, -0.225441, 0.878800)  0.34
O (2.937835, 0.720541, 0.215986)  0.15
H (5.545480, -2.341655, 1.555578)  0.00
H (3.797674, -2.747010, 1.531750)  0.00
H (4.446402, -1.632482, 2.763876)  0.00
O (-0.796096, 1.805576, 2.437114)  0.01
S (-0.162426, 1.587284, 1.102783)  0.01
C (-0.669682, 2.960210, 0.050367)  0.00
C (-1.831125, 3.651020, 0.358768)  0.00
C (-2.217933, 4.712125, -0.446628)  0.00
C (-1.441760, 5.077304, -1.542695)  0.00
C (-0.271045, 4.388326, -1.828327)  0.00
C (0.125240, 3.327249, -1.022738)  0.00
C (-1.146750, 0.328250, 0.276710)  0.00
C (-0.801843, -0.100404, -0.997000)  0.00
C (-1.569959, -1.076108, -1.606520)  0.00
C (-2.659961, -1.620585, -0.938060)  0.00
C (-2.975949, -1.199273, 0.344042)  0.00
C (-2.213582, -0.216923, 0.964675)  0.00
H (-2.404339, 3.351839, 1.228841)  0.00
H (-3.126119, 5.257340, -0.219618)  0.00
H (-1.746270, 5.906642, -2.168926)  0.00
H (0.341749, 4.683068, -2.671216)  0.00
H (1.048194, 2.792538, -1.221408)  0.00
H (0.070694, 0.305896, -1.497311)  0.00
H (-1.298413, -1.437644, -2.589389)  0.00
H (-3.244046, -2.401276, -1.409788)  0.00
H (-3.806646, -1.648206, 0.874903)  0.00
H (-2.420634, 0.122583, 1.972027)  0.00

Cartesian forces, eV/Å:
0.2 -0.1 -0.2
0.0 -0.1 0.1
0.0 0.0 -0.1
0.0 0.1 0.0
0.2 -0.1 0.1
-0.1 0.2 0.0
0.0 0.1 0.1
-0.1 0.0 0.0
0.0 0.1 -0.1
0.1 -0.1 0.1
-0.4 -0.3 0.4
0.1 0.2 -0.3
0.0 0.0 0.0
-0.1 -0.1 0.0
0.0 0.0 0.0
-0.1 0.1 -0.3
0.1 -0.1 0.3
-0.1 0.0 0.1
0.0 0.1 -0.1
0.0 0.0 0.0
0.0 0.0 0.0
0.0 0.0 0.0
0.1 0.0 0.0
0.0 0.1 -0.1
0.0 0.0 0.0
0.0 0.0 0.0
0.0 0.0 0.0
0.0 0.0 0.0
0.0 0.0 0.0
0.0 0.0 0.0
0.0 0.0 0.0
0.0 0.0 0.0
0.0 0.0 0.0
0.0 0.0 0.0
0.0 0.0 0.0
0.0 0.0 0.0
0.0 0.0 0.0
0.0 0.0 0.0
0.0 0.0 0.0

=====

What did the first record say?
The following is a quantum chemistry calculation of a molecular structure, C4H10O3 at a distorted geometry, from the OMol25 dataset.

Values from the calculation:
- LUMO energy: 6.91 eV
- Energy relative to the best compared isomer or geometry (same formula, charge and spin): 0.474 eV
- E_HOMO: 0.582 eV
- Net charge: -2

Each line ends with the Mulliken charge.
CARTESIAN COORDINATES (ANGSTROEM)
C (0.248467, -0.232622, -0.086427)  -0.19
C (1.119604, 0.842829, 0.569145)  -0.40
C (2.547254, 0.861326, -0.089260)  -0.43
O (3.458017, 1.680063, 0.499604)  -0.93
C (-1.173724, -0.302701, 0.491190)  -0.67
O (-1.810495, -1.544328, 0.360714)  -0.77
H (0.628553, -1.220895, 0.193353)  0.16
H (0.290381, -0.107936, -1.170419)  0.22
H (0.706032, 1.842940, 0.463355)  0.22
H (1.393468, 0.787890, 1.633593)  0.26
H (2.875208, -0.203794, -0.186446)  0.17
H (2.376031, 1.288282, -1.134728)  0.13
H (-1.015230, -0.197059, 1.585333)  0.27
H (-1.807608, 0.558355, 0.196666)  0.25
H (-2.486118, -1.568988, -0.715526)  0.39
H (-4.024769, -1.022626, -1.055458)  0.20
O (-3.325072, -1.460736, -1.554688)  -0.89

Cartesian forces, eV/Å:
-0.3 0.1 1.3
1.4 0.0 -0.6
0.0 1.7 -0.5
0.1 -0.3 0.5
-0.1 -0.8 1.0
0.0 0.3 -1.0
0.3 0.0 -0.4
-0.1 -0.1 -0.1
-0.2 0.3 -0.2
-0.6 -0.7 0.0
-0.1 0.0 -0.1
-0.2 -0.9 0.0
0.0 0.5 -0.1
0.1 -0.1 -0.3
-0.3 0.3 0.5
0.2 -0.1 -0.1
0.0 -0.1 -0.2

=====

Which value of net charge does entry 4 give?
-1